180
Properties=species:S:1:pos:R:3 method="wB97M-V/def2-TZVPD" e_lumo_ev=-2.8 charge=+1 e_tot_ev=-194324.405
C 10.607 0.889 0.793
C 9.179 0.132 1.107
O 8.866 -0.027 2.415
O 8.252 -0.424 0.109
C 7.722 0.614 -0.798
C 6.097 0.830 -0.721
C 5.213 -0.238 -1.596
C 3.704 -0.383 -0.886
C 2.693 -1.064 -1.970
N 1.353 -0.389 -2.146
C 1.333 0.649 -3.288
C 2.047 2.069 -2.909
C 1.038 3.205 -2.265
S -0.558 3.459 -3.219
C -1.942 3.883 -1.989
S -3.515 4.142 -2.590
N -1.527 3.986 -0.535
C -2.478 3.266 0.397
C -1.987 3.475 1.964
O -1.679 4.880 2.309
C -0.592 5.330 1.408
C -1.246 5.409 -0.104
C 0.722 0.129 -0.863
C 0.425 -1.025 0.268
O 0.006 -2.329 -0.267
Si -1.197 -3.117 0.740
C -1.041 -5.066 0.552
C -2.973 -2.699 0.014
C -1.059 -2.745 2.625
H 11.501 0.126 0.586
H 10.479 1.613 -0.124
H 10.971 1.533 1.728
H 8.122 0.446 -1.891
H 8.209 1.641 -0.432
H 5.866 1.921 -1.141
H 5.792 0.752 0.411
H 5.149 0.078 -2.729
H 5.784 -1.278 -1.560
H 3.428 0.696 -0.532
H 3.879 -1.071 0.054
H 3.216 -1.234 -3.029
H 2.461 -2.166 -1.576
H 0.691 -1.149 -2.490
H 1.983 0.170 -4.167
H 0.237 0.723 -3.690
H 2.996 1.994 -2.228
H 2.428 2.537 -3.939
H 1.633 4.237 -2.344
H 0.877 3.047 -1.093
H -3.598 3.607 0.322
H -2.354 2.103 0.163
H -2.828 3.081 2.710
H -1.043 2.789 2.173
H -0.097 6.346 1.723
H 0.207 4.461 1.402
H -2.222 6.054 -0.151
H -0.403 5.862 -0.816
H 1.283 1.030 -0.371
H -0.348 0.552 -1.183
H -0.494 -0.618 0.912
H 1.303 -1.172 1.039
H -2.150 -5.500 0.638
H -0.336 -5.546 1.353
H -0.673 -5.368 -0.527
H -3.130 -3.364 -0.953
H -3.783 -2.997 0.815
H -2.976 -1.547 -0.235
H -1.963 -3.303 3.169
H -0.026 -3.156 3.053
H -1.160 -1.573 2.825
C -6.366 -5.613 3.136
C -5.697 -5.756 1.812
O -4.391 -5.285 2.049
C -4.151 -5.551 3.364
O -3.043 -5.542 3.874
O -5.305 -5.838 4.042
F -6.277 -4.957 0.889
H -6.774 -4.609 3.297
H -7.166 -6.344 3.279
H -5.655 -6.786 1.439
C -4.710 5.536 -5.832
C -5.858 6.415 -6.193
O -5.792 6.480 -7.600
C -5.232 5.299 -7.984
O -5.261 4.867 -9.124
O -4.641 4.653 -6.934
F -5.684 7.662 -5.700
H -3.766 6.085 -5.747
H -4.882 4.988 -4.901
H -6.835 6.026 -5.888
C -4.826 1.698 5.588
C -3.428 1.373 5.992
O -3.164 0.163 5.319
C -3.933 0.207 4.195
O -3.778 -0.523 3.230
O -4.896 1.175 4.277
F -3.351 1.146 7.322
H -5.574 1.203 6.217
H -5.021 2.774 5.592
H -2.690 2.127 5.698
C 3.349 6.662 2.858
C 3.072 8.113 2.657
O 3.223 8.286 1.266
C 2.889 7.083 0.720
O 2.632 6.915 -0.461
O 2.870 6.088 1.659
F 3.998 8.872 3.283
H 4.418 6.445 2.963
H 2.822 6.255 3.726
H 2.067 8.424 2.960
C 5.790 -5.251 -0.787
C 4.642 -4.372 -1.149
O 4.708 -4.306 -2.556
C 5.268 -5.488 -2.940
O 5.239 -5.920 -4.080
O 5.859 -6.134 -1.889
F 4.816 -3.125 -0.656
H 6.734 -4.702 -0.703
H 5.618 -5.798 0.143
H 3.665 -4.761 -0.843
C 3.667 -8.854 -1.646
C 2.952 -10.099 -1.246
O 2.752 -9.934 0.139
C 2.669 -8.587 0.327
O 2.229 -8.063 1.337
O 3.131 -7.894 -0.758
F 3.733 -11.186 -1.437
H 4.750 -8.921 -1.498
H 3.471 -8.578 -2.686
H 1.986 -10.242 -1.743
C -0.926 -6.641 -3.353
C 0.472 -6.966 -2.949
O 0.736 -8.176 -3.622
C -0.033 -8.132 -4.746
O 0.122 -8.862 -5.711
O -0.996 -7.164 -4.664
F 0.549 -7.193 -1.619
H -1.674 -7.136 -2.724
H -1.121 -5.565 -3.349
H 1.210 -6.213 -3.243
C -6.251 -1.107 9.805
C -6.528 0.343 9.603
O -6.377 0.517 8.212
C -6.711 -0.686 7.666
O -6.968 -0.854 6.486
O -6.730 -1.681 8.605
F -5.602 1.103 10.230
H -5.182 -1.324 9.909
H -6.778 -1.515 10.672
H -7.533 0.655 9.906
C -8.570 3.536 2.137
C -7.130 3.165 2.037
O -6.529 3.890 3.086
C -7.502 4.017 4.032
O -7.294 4.340 5.189
O -8.741 3.731 3.526
F -6.602 3.591 0.868
H -8.805 4.466 1.608
H -9.230 2.746 1.768
H -6.932 2.096 2.168
C 8.291 -3.165 -3.754
C 9.006 -3.387 -5.043
O 10.366 -3.306 -4.684
C 10.416 -3.723 -3.387
O 11.441 -4.052 -2.813
O 9.176 -3.735 -2.810
F 8.737 -2.395 -5.921
H 8.151 -2.103 -3.525
H 7.317 -3.660 -3.727
H 8.804 -4.359 -5.505
C -3.896 9.290 -2.534
C -2.531 8.854 -2.126
O -2.240 7.803 -3.019
C -2.936 8.097 -4.152
O -2.730 7.579 -5.237
O -3.891 9.051 -3.927
F -2.539 8.355 -0.869
H -4.688 8.695 -2.067
H -4.078 10.346 -2.318
H -1.766 9.633 -2.213

15
Properties=species:S:1:pos:R:3 method="wB97M-V/def2-TZVPD" e_lumo_ev=1.1 charge=-1 relative_energy_kj_mol=1071.6 e_tot_ev=-18641.104
O 1.608 1.129 -1.262
C 1.535 -0.253 -1.069
N 1.344 -1.216 -0.044
C 0.201 -0.490 0.170
C -1.017 0.016 -0.626
S -4.246 0.267 -0.416
C 0.212 0.015 1.669
H 2.049 0.565 -0.245
H 1.822 -0.785 -1.929
H -1.999 0.011 -0.182
H -1.159 -0.536 -1.504
H -1.017 1.127 -0.830
H -0.821 -0.001 2.085
H 0.631 -0.719 2.354
H 0.856 0.869 1.830

137
Properties=species:S:1:pos:R:3 method="wB97M-V/def2-TZVPD" e_lumo_ev="-4.1 / -10.4" spin_multiplicity=2 charge=+1 e_tot_ev=-169438.688
C 0.965 5.325 2.989
C 0.466 4.206 3.940
O 0.781 4.234 5.336
C 0.183 5.078 6.266
O -0.567 5.996 5.911
C 0.675 4.757 7.665
F -0.085 5.265 8.648
F 0.851 3.389 7.813
F 1.951 5.225 7.819
H 0.285 6.148 3.208
H 0.925 5.028 1.941
H 2.038 5.497 3.073
H 0.807 3.236 3.577
H -0.596 3.959 3.957
C 3.946 0.420 -7.880
C 4.358 -0.861 -7.110
O 3.221 -1.389 -6.396
C 3.529 -2.029 -5.199
O 4.592 -2.169 -4.697
C 2.272 -2.341 -4.432
F 1.355 -1.536 -4.802
F 1.896 -3.549 -4.788
F 2.324 -2.258 -3.146
H 4.800 0.737 -8.477
H 3.731 1.113 -7.066
H 3.008 0.262 -8.413
H 5.121 -0.534 -6.403
H 4.875 -1.569 -7.757
C 6.588 -2.585 0.311
C 5.420 -3.440 -0.212
O 4.274 -3.543 0.742
C 3.163 -2.695 0.716
O 3.009 -1.750 -0.064
C 2.143 -2.960 1.853
F 1.605 -1.742 2.080
F 1.251 -3.888 1.420
F 2.770 -3.385 2.963
H 6.739 -2.868 1.353
H 6.226 -1.559 0.382
H 7.498 -2.783 -0.255
H 5.705 -4.485 -0.340
H 5.143 -2.962 -1.151
C -3.477 0.693 9.271
C -2.128 0.095 8.776
O -2.172 0.017 7.344
C -1.052 -0.198 6.659
O 0.049 -0.196 7.104
C -1.243 -0.206 5.110
F -2.346 0.454 4.847
F -0.159 0.336 4.449
F -1.248 -1.455 4.645
H -3.748 1.713 9.002
H -3.394 0.750 10.357
H -4.367 0.093 9.079
H -2.056 -0.970 8.994
H -1.424 0.858 9.107
C -2.881 3.442 -2.034
C -1.916 4.058 -3.085
O -0.653 4.234 -2.560
C -0.258 5.428 -2.096
O -0.965 6.419 -2.019
C 1.150 5.488 -1.588
F 1.562 4.323 -1.174
F 1.879 5.980 -2.617
F 1.333 6.325 -0.586
H -2.327 2.619 -1.582
H -3.803 3.085 -2.491
H -3.175 4.183 -1.291
H -2.310 5.021 -3.409
H -1.827 3.455 -3.989
C -4.079 3.361 1.917
C -4.415 2.762 3.193
O -4.709 3.818 4.180
C -4.025 3.807 5.405
O -3.298 2.944 5.807
C -4.250 5.115 6.145
F -5.487 5.316 6.698
F -3.298 5.338 7.096
F -4.154 6.075 5.348
H -3.010 3.571 1.861
H -4.682 4.260 1.787
H -4.183 2.636 1.110
H -3.764 1.981 3.585
H -5.304 2.132 3.227
C -2.576 -4.465 -5.809
C -4.118 -4.271 -5.853
O -4.485 -3.326 -4.854
C -4.868 -3.665 -3.600
O -5.015 -4.838 -3.187
C -5.141 -2.449 -2.788
F -4.557 -1.337 -3.270
F -6.381 -2.251 -2.612
F -4.558 -2.641 -1.566
H -2.463 -5.246 -6.561
H -2.301 -4.852 -4.828
H -2.100 -3.491 -5.925
H -4.703 -5.182 -5.722
H -4.410 -4.028 -6.874
C -1.090 -1.942 -1.919
C 0.191 -1.368 -1.300
O -0.156 -0.468 -0.187
C -0.279 0.797 -0.288
O -0.244 1.414 -1.339
C -0.565 1.542 1.039
F 0.359 1.212 1.949
F -0.559 2.928 0.920
F -1.764 1.030 1.566
H -1.750 -1.155 -2.284
H -1.771 -2.553 -1.327
H -0.750 -2.460 -2.816
H 0.912 -0.978 -2.018
H 0.617 -2.264 -0.848
C -2.430 -5.398 -1.243
C -0.921 -5.554 -0.979
O -0.319 -5.939 -2.188
C 0.968 -6.237 -2.277
O 1.850 -5.829 -1.557
C 1.060 -7.036 -3.664
F 0.381 -6.417 -4.640
F 2.329 -7.115 -4.169
F 0.548 -8.219 -3.483
H -2.965 -4.869 -0.454
H -3.019 -6.268 -1.532
H -2.478 -4.754 -2.121
H -0.826 -6.361 -0.253
H -0.538 -4.575 -0.688
C 3.887 0.650 -1.775
C 5.365 0.133 -1.617
O 6.118 0.926 -2.476
S 5.337 2.050 -3.417
O 5.096 1.612 -4.791
O 5.829 3.410 -3.175
O 3.886 1.846 -2.496
H 3.250 0.797 -0.903
H 3.316 -0.090 -2.337
H 5.394 -0.942 -1.795
H 5.769 0.333 -0.625

128
Properties=species:S:1:pos:R:3 method="wB97M-V/def2-TZVPD" e_lumo_ev=-2.1 charge=0 smiles="CCOCCOCc1c(CCCCn2cccc2)cc2c(c1S(=O)(=O)F)C(=O)N(CCO)C2=O.C[C@@H]1COC(=O)O1.C[C@@H]1COC(=O)O1.C[C@@H]1COC(=O)O1.C[C@@H]1COC(=O)O1.C[C@@H]1COC(=O)O1" e_tot_ev=-107114.794
C -5.466 -2.532 -0.431
C -4.940 -3.331 -1.718
O -4.316 -2.507 -2.736
C -3.125 -1.848 -2.252
C -1.840 -2.029 -3.196
O -0.779 -1.054 -2.991
C -0.682 -0.614 -1.623
C 0.730 0.151 -1.376
C 0.777 1.623 -1.952
C -0.450 2.317 -2.709
C -1.072 3.581 -1.921
C -0.152 4.918 -2.018
C -0.990 6.280 -1.842
N -0.621 6.885 -0.528
C 0.676 7.236 0.001
C 0.680 7.835 1.423
C -0.861 7.833 1.708
C -1.595 7.258 0.483
C 2.086 2.487 -1.787
C 3.246 1.821 -1.012
C 3.190 0.390 -0.412
C 1.931 -0.495 -0.601
S 1.885 -2.212 0.064
O 1.133 -2.175 1.372
O 3.218 -2.888 0.134
F 0.939 -3.175 -0.974
C 4.573 0.144 0.330
O 4.985 -0.779 1.064
N 5.484 1.318 0.090
C 5.899 1.624 1.502
C 6.474 3.134 1.687
O 7.436 3.445 0.623
C 4.707 2.330 -0.630
O 4.989 3.486 -1.032
H -5.860 -1.484 -0.647
H -6.216 -3.141 0.203
H -4.552 -2.383 0.270
H -5.827 -3.881 -2.209
H -4.171 -4.122 -1.405
H -3.385 -0.725 -2.138
H -2.851 -2.323 -1.230
H -2.205 -1.879 -4.285
H -1.364 -3.071 -3.166
H -0.790 -1.439 -0.840
H -1.486 0.178 -1.357
H -0.059 2.700 -3.721
H -1.312 1.603 -2.954
H -2.067 3.867 -2.442
H -1.351 3.340 -0.825
H 0.417 4.935 -3.027
H 0.674 4.790 -1.217
H -0.854 7.017 -2.709
H -2.114 6.011 -1.798
H 1.611 7.055 -0.620
H 1.561 8.169 2.064
H -1.343 8.229 2.672
H -2.721 7.114 0.299
H 2.199 3.539 -2.201
H 4.989 1.571 2.217
H 6.746 0.940 1.889
H 5.604 3.884 1.532
H 6.926 3.291 2.738
H 7.273 4.382 0.348
C -10.417 -4.917 -5.601
C -9.212 -4.090 -5.206
C -8.325 -4.764 -4.200
O -7.752 -3.663 -3.505
C -8.641 -2.634 -3.604
O -8.577 -1.621 -2.967
O -9.613 -2.909 -4.518
H -10.974 -4.415 -6.396
H -10.122 -5.907 -5.957
H -11.108 -5.031 -4.761
H -8.649 -3.791 -6.098
H -7.547 -5.368 -4.671
H -8.871 -5.384 -3.481
C 10.858 1.939 -2.013
C 11.095 1.081 -0.789
C 10.413 1.594 0.446
O 11.264 1.130 1.486
C 12.509 1.007 0.947
O 13.509 0.834 1.584
O 12.470 1.109 -0.412
H 11.305 1.471 -2.894
H 9.790 2.079 -2.199
H 11.333 2.918 -1.905
H 10.819 0.041 -0.995
H 9.407 1.188 0.562
H 10.364 2.687 0.496
C -8.399 1.531 3.109
C -7.458 0.496 2.529
C -7.764 0.137 1.106
O -7.301 -1.207 1.021
C -7.379 -1.727 2.277
O -7.261 -2.894 2.536
O -7.609 -0.754 3.201
H -8.074 1.815 4.113
H -8.433 2.430 2.489
H -9.412 1.130 3.212
H -6.418 0.821 2.640
H -7.232 0.772 0.395
H -8.832 0.153 0.868
C -1.076 -2.050 3.258
C -1.727 -0.689 3.361
C -2.473 -0.474 4.646
O -3.491 0.443 4.261
C -3.717 0.241 2.935
O -4.647 0.696 2.326
O -2.755 -0.547 2.385
H -0.480 -2.114 2.343
H -0.423 -2.245 4.112
H -1.828 -2.842 3.196
H -0.986 0.100 3.193
H -1.842 -0.045 5.425
H -2.948 -1.381 5.032
C 5.580 -4.507 1.443
C 5.588 -5.131 2.821
C 6.254 -4.280 3.862
O 6.749 -5.246 4.782
C 6.950 -6.393 4.074
O 7.547 -7.347 4.486
O 6.384 -6.314 2.837
H 5.008 -5.130 0.750
H 5.136 -3.510 1.459
H 6.594 -4.440 1.036
H 4.569 -5.402 3.120
H 5.554 -3.603 4.354
H 7.099 -3.700 3.477

| no. | molecular weight (g/mol) |
| --- | --- |
| 1 | 1632.35 |
| 2 | 118.18 |
| 3 | 1402.80 |
| 4 | 1007.00 |